A structure of composition C4H8F6Li2N3O14S7 at a distorted geometry. Source: the Open Molecules 2025 dataset; level of theory: wB97M-V/def2-TZVPD.

```
44
C4H8F6Li2N3O14S7 | the Open Molecules 2025 dataset | wB97M-V/def2-TZVPD
Li -1.9454 -2.3885 -2.4089
Li -0.3456 -0.8597 -1.1260
N -1.2981 -2.4699 -0.5461
S -2.2235 -2.2768 0.8708
O -1.8187 -1.2767 1.8110
O -2.9505 -3.4763 1.3115
F -3.4218 -1.5444 0.1539
S -0.5392 -3.6985 0.0772
O -1.0883 -5.0218 -0.2904
O 0.2833 -3.5121 1.3031
F 0.6939 -3.6740 -0.9579
N -1.1419 -0.4195 -2.7605
S -0.3493 0.4299 -4.0417
O -0.1926 1.9196 -4.0432
O -0.4664 -0.2124 -5.3887
F 1.1380 0.0928 -3.6529
S -2.3633 0.3779 -3.1021
O -3.0317 0.2412 -4.3836
O -2.5722 1.5937 -2.2797
F -3.2013 -0.7758 -2.4021
N -1.3570 4.3664 -0.7520
S 0.1712 3.5451 -0.5455
O 0.7472 3.7185 0.7630
O 1.1074 3.4710 -1.5824
F -0.4838 2.0568 -0.5463
S -0.8368 5.6050 -1.4616
O -0.6167 5.5137 -2.9649
O 0.1559 6.3313 -0.6438
F -2.2234 6.3819 -1.3520
C 1.2497 -1.2035 3.7729
C 2.6793 -1.7915 3.5690
C 2.9422 -1.6795 2.0712
S 2.1095 -0.1904 1.3215
O 1.0175 -0.5907 0.3456
O 3.0626 0.8855 1.0822
C 1.1633 0.1515 2.9022
H 1.2014 -0.8712 4.8099
H 0.4187 -1.8979 3.6489
H 2.7985 -2.8417 3.8352
H 3.4089 -1.2077 4.1301
H 2.4854 -2.5631 1.6253
H 3.9646 -1.7347 1.6973
H 0.1358 0.4602 2.7098
H 1.5329 1.0362 3.4207
```

## Properties
ΔE to the lowest compared entry with this formula, charge and spin ... 85.6 kcal per mole
Net charge ... -1

---

An isolated molecule of C2H2O3S at a distorted geometry. Source: the Open Molecules 2025 dataset; level of theory: wB97M-V/def2-TZVPD.

```
8
C2H2O3S | the Open Molecules 2025 dataset | wB97M-V/def2-TZVPD
O -1.9017 0.0316 -0.1080
C -0.6606 0.0761 -0.2325
O 0.1264 -0.5414 -1.3991
C 0.2450 0.3469 0.9812
O 1.3801 -0.2437 0.9641
S -0.2278 1.6814 1.8469
H -0.5314 -0.7727 -2.1817
H 1.5700 -0.5781 0.1291
```

## Properties
SMILES string ... O=C(O)C(O)=S
ΔE to the lowest compared entry with this formula, charge and spin ... 45.6 kcal per mole
Net charge ... 0

---

A cluster of 6 separate species, C32H48N4O16PS in total at a distorted geometry. Source: the Open Molecules 2025 dataset; level of theory: wB97M-V/def2-TZVPD.

```
102
C32H48N4O16PS | the Open Molecules 2025 dataset | wB97M-V/def2-TZVPD
C -3.2581 2.4768 2.0075
C -3.0948 0.8426 2.2075
C -3.0005 0.5124 3.8428
C -4.3554 -0.0127 1.5611
C -4.3713 0.0713 -0.0954
C -3.0778 -0.8091 -0.6090
N -2.9569 -2.2896 -0.9715
C -1.4568 -2.3608 -1.3128
N -0.8706 -3.5322 -1.6864
C 0.5693 -3.8090 -2.0144
C 1.3242 -4.2183 -0.6082
C 1.2841 -3.3165 0.7694
C 2.0138 -3.7553 2.1711
C 2.8269 -5.1778 2.2418
C 2.8758 -6.1079 0.8776
C 2.1504 -5.6617 -0.5605
P -1.9817 -4.9723 -1.7590
S -2.1055 -5.5916 0.1226
N -0.7656 -1.0372 -1.1854
C 0.6268 -0.5279 -1.4208
C 0.9219 -0.1877 -3.0246
C 2.5454 -0.1589 -3.3262
O 2.7868 -0.2658 -4.7957
N -1.7277 -0.1224 -0.7784
H -2.3628 2.9903 2.5637
H -4.3145 2.8865 2.3804
H -3.1695 2.6690 0.8452
H -2.0497 0.5539 1.7538
H -4.0865 0.4474 4.2777
H -2.4704 -0.5176 4.0494
H -2.4083 1.3261 4.4410
H -5.3728 0.4308 1.9839
H -4.2404 -1.1286 1.9442
H -4.3080 1.1701 -0.4925
H -5.3468 -0.4078 -0.5293
H 1.1181 -2.9882 -2.6429
H 0.5834 -4.7954 -2.6864
H 0.6812 -2.3128 0.7409
H 1.9382 -3.0601 3.1104
H 3.3271 -5.5167 3.2449
H 3.4533 -7.1466 0.9896
H 2.2384 -6.4054 -1.4686
H -1.2741 -6.0225 -2.4613
H -3.2677 -4.6377 -2.3188
H 1.4962 -1.2304 -1.0717
H 0.7721 0.4993 -0.8333
H 0.4014 0.8299 -3.3613
H 0.4686 -1.0131 -3.7510
H 3.0826 0.8171 -2.9642
H 3.0363 -1.0986 -2.7820
H 3.7467 -0.6132 -4.8370
H -1.5126 0.8881 -0.6295
C -6.5890 -3.8466 1.1755
C -7.9116 -3.7688 0.4842
O -8.6299 -2.8292 1.2609
C -7.7061 -2.0530 1.8995
O -7.9708 -1.0363 2.5189
O -6.4481 -2.5625 1.7534
H -5.7685 -4.0521 0.4826
H -6.5776 -4.5965 1.9734
H -7.8265 -3.3901 -0.5398
H -8.4284 -4.7323 0.4651
C 3.0238 2.6183 -6.5529
C 4.4742 2.8846 -6.3108
O 4.6770 4.1506 -6.9093
C 3.4627 4.7737 -6.9410
O 3.2975 5.9456 -7.2359
O 2.4583 3.9149 -6.5987
H 2.5702 2.0256 -5.7538
H 2.8443 2.1203 -7.5115
H 4.7141 2.9548 -5.2446
H 5.1182 2.1302 -6.7711
C -5.2289 6.4932 5.0114
C -4.4960 7.0251 3.8227
O -3.2907 6.2840 3.8252
C -3.5390 5.1245 4.5016
O -2.7718 4.1776 4.5502
O -4.7577 5.1627 5.1155
H -6.3136 6.5106 4.8739
H -4.9780 7.0301 5.9322
H -5.0269 6.8338 2.8842
H -4.2929 8.0964 3.9043
C 5.6145 -3.5601 5.6632
C 6.2495 -3.5297 4.3109
O 5.2212 -3.0259 3.4797
C 4.3726 -2.3193 4.2823
O 3.4692 -1.6091 3.8733
O 4.6674 -2.5103 5.6015
H 6.3358 -3.3846 6.4661
H 5.0878 -4.5003 5.8570
H 7.1060 -2.8487 4.2663
H 6.5666 -4.5218 3.9777
C 5.2214 5.6472 -2.5813
C 6.7083 5.7954 -2.5946
O 7.1606 4.5065 -2.9635
C 6.1367 3.9040 -3.6360
O 6.2369 2.8510 -4.2433
O 4.9870 4.6339 -3.5411
H 4.7083 6.5716 -2.8603
H 4.8435 5.3091 -1.6108
H 7.0498 6.5179 -3.3434
H 7.1067 6.0814 -1.6173
```

## Properties
Net charge ... +1

---

In the order shown, the computed frontier orbital gap values come out to 6.63, 8.30, 7.86 eV.
In the order shown, the computed HOMO level values come out to -6.068, -9.378, -10.805 eV.